Formula: C45H41FN6O3PtSeSi
Source: OMol25
Level of theory: wB97M-V/def2-TZVPD

Element x y z (Å)
Pt  -0.58430  0.45499  -0.98287
Se  5.82859  2.57232  2.51744
N  5.22041  0.93865  2.24964
C  4.11568  0.99828  1.54924
C  3.47405  -0.24842  1.15047
C  3.96164  -1.47902  1.53732
C  3.33123  -2.63930  1.12399
C  2.16450  -2.54644  0.30161
N  1.64852  -1.44085  -0.10465
C  2.29643  -0.17387  0.19452
C  1.17371  2.09299  0.55352
N  0.43315  2.16157  -0.72679
C  0.54320  3.22178  -1.46963
C  1.52078  4.21172  -1.21643
C  2.55545  3.92900  -0.32554
C  2.51264  2.79507  0.45656
C  3.69936  2.36860  1.20374
N  4.50219  3.31250  1.61683
H  4.84018  -1.50969  2.16921
H  3.69658  -3.61113  1.42449
H  1.66126  -3.45404  -0.02223
H  -0.09470  3.28719  -2.34380
H  1.54639  5.09874  -1.83327
H  3.44753  4.54166  -0.31660
C  -6.94926  -3.16725  1.45198
C  -7.06442  -1.69486  1.05382
C  -7.99984  -0.88055  1.93200
C  -7.43373  -0.74948  3.33854
C  -6.06339  -0.14764  3.27611
C  -5.55599  0.58779  4.32397
C  -4.28198  1.13258  4.23098
F  -3.81072  1.82478  5.24234
C  -3.48281  0.97764  3.10278
C  -3.96096  0.24028  2.04340
C  -3.11905  0.03824  0.85208
O  -2.06591  0.67368  0.73610
C  -3.62502  -0.89327  -0.12992
C  -4.89854  -1.37060  0.01635
N  -5.70084  -1.08425  1.06390
C  -5.25279  -0.33531  2.11930
C  -2.84521  -1.45182  -1.31961
O  -3.47341  -2.12146  -2.10601
O  -1.57008  -1.26014  -1.33386
H  -7.94752  -3.59929  1.50767
H  -6.46312  -3.28816  2.42108
H  -6.37888  -3.73067  0.71331
H  -7.40189  -1.63235  0.01978
H  -8.97335  -1.36659  1.94613
H  -8.13750  0.11221  1.49679
H  -7.36975  -1.73131  3.81737
H  -8.08166  -0.13992  3.96637
H  -6.14062  0.74933  5.22120
H  -2.49907  1.42649  3.05811
H  -5.29581  -2.01035  -0.76268
C  0.30127  0.14932  -2.79174
Si  2.08611  -0.43222  -2.72339
C  2.85366  0.35430  -1.16709
N  1.22751  0.65863  0.82093
C  0.26637  2.86453  1.56376
C  0.56523  2.85478  3.08408
C  1.64976  1.92023  3.61719
C  1.38713  0.43302  3.38106
C  0.65918  0.12138  2.06916
C  3.00369  0.46335  -4.11461
C  3.78948  -0.20823  -5.05071
C  4.51785  0.49854  -6.00252
C  4.46699  1.88351  -6.03424
C  3.68380  2.56877  -5.11520
C  2.95716  1.86032  -4.16845
C  2.51948  -2.24122  -2.84535
C  3.83348  -2.62300  -2.56088
C  4.22012  -3.95315  -2.63294
C  3.29529  -4.92508  -2.99702
C  1.98903  -4.56038  -3.28679
C  1.60377  -3.22758  -3.20915
H  -0.34210  -0.59712  -3.26382
H  0.23574  1.07749  -3.36427
H  2.77041  1.43384  -1.27397
H  3.92470  0.14274  -1.18981
H  -0.74591  2.50885  1.38019
H  0.28851  3.89432  1.21054
H  -0.37102  2.63178  3.60544
H  0.83750  3.86622  3.38530
H  1.73844  2.09076  4.69091
H  2.61093  2.20854  3.19857
H  0.73900  0.04428  4.17251
H  2.32003  -0.12480  3.44830
H  -0.35424  0.50388  2.14931
H  0.58281  -0.95599  1.93961
H  3.83944  -1.29033  -5.04918
H  5.12620  -0.03786  -6.71990
H  5.02849  2.43114  -6.78047
H  3.63753  3.65122  -5.13712
H  2.34386  2.41315  -3.45908
H  4.57349  -1.87406  -2.29335
H  5.24520  -4.22807  -2.41745
H  3.59886  -5.96190  -3.06536
H  1.26980  -5.31534  -3.57851
H  0.57464  -2.96263  -3.43069

Atomic forces in eV per Å
-0.03 -0.06 -0.23
0.34 0.18 0.20
-0.13 -0.20 -0.06
0.14 0.14 -0.04
-0.34 -0.04 -0.16
0.06 0.20 0.04
0.05 -0.11 0.03
-0.03 0.12 -0.08
-0.06 0.04 0.16
0.53 -0.05 0.18
0.22 -0.03 0.10
0.08 0.37 -0.02
-0.10 -0.14 -0.05
0.15 0.16 0.09
-0.02 -0.02 -0.12
-0.13 -0.07 -0.01
0.06 -0.17 0.00
-0.17 0.10 -0.08
-0.02 -0.05 0.00
-0.01 0.02 -0.03
0.03 -0.01 0.01
0.03 0.00 -0.01
-0.01 -0.04 -0.01
-0.02 0.01 0.03
0.08 0.05 0.01
-0.22 -0.20 0.07
0.10 0.04 0.02
-0.03 -0.01 -0.10
-0.15 -0.04 0.08
0.00 0.00 0.01
-0.17 -0.05 0.03
0.06 0.07 0.07
0.15 -0.01 -0.23
0.07 0.09 0.17
-0.11 0.04 -0.05
0.04 -0.03 0.23
-0.13 -0.15 0.00
0.34 0.09 -0.25
0.04 0.28 0.45
-0.16 -0.23 -0.32
-0.06 0.00 -0.01
0.06 -0.01 0.01
0.05 -0.10 -0.05
0.01 0.00 -0.02
-0.03 0.00 -0.01
0.00 0.01 0.02
0.07 0.04 -0.05
0.00 -0.02 -0.01
-0.03 -0.01 -0.01
0.01 0.02 0.04
0.03 0.03 0.02
0.03 0.01 -0.02
-0.03 0.00 0.04
-0.04 -0.01 0.05
0.01 -0.28 0.35
0.66 0.47 -0.39
-0.39 -0.28 0.20
-0.49 -0.30 -0.66
-0.03 -0.04 0.06
0.13 -0.01 0.01
-0.10 -0.05 -0.01
0.02 0.06 -0.12
0.15 0.10 0.26
-0.22 -0.12 0.33
0.06 0.13 -0.10
-0.04 -0.06 0.02
0.01 0.00 -0.04
-0.12 0.03 0.10
0.13 0.01 -0.13
-0.30 0.06 0.03
0.00 -0.02 -0.05
0.02 0.03 0.01
0.05 0.02 0.02
-0.04 -0.03 0.00
-0.03 0.02 0.02
-0.08 0.06 0.03
0.06 0.05 0.04
0.05 0.02 -0.04
0.01 -0.01 -0.02
-0.02 -0.05 -0.01
-0.03 0.01 -0.04
0.00 0.02 -0.01
-0.04 0.02 0.00
0.04 0.03 0.00
-0.02 0.00 0.07
0.00 -0.01 -0.02
-0.01 -0.02 0.05
-0.04 -0.01 -0.05
-0.02 -0.02 -0.07
0.00 0.00 0.04
-0.02 0.02 0.00
0.01 -0.02 0.03
0.01 -0.03 -0.03
0.04 0.00 -0.01
0.00 -0.03 0.00
-0.02 -0.02 -0.01
-0.01 0.01 0.01
0.01 0.02 0.00
0.03 -0.01 0.01

Results
* total charge: +2
* frontier orbital gap (spin up / spin down): 5.71 / 3.30 eV
* energy relative to the best compared isomer or geometry (same formula, charge and spin): 62.61 kcal/mol
* electronic energy: -141585.0475 eV
* E_LUMO (spin up / spin down): -6.26 / -9.43 eV
* spin multiplicity: 5